Computed, not measured: C14H27N4PPm as an isolated structure in a non-equilibrium geometry, with ωB97M-V/def2-TZVPD.

XYZ file:
```
47
Properties=species:S:1:pos:R:3:forces:R:3
Pm 0.061242 0.882680 0.709211 -0.151 -0.108 0.626
C -1.144644 -0.875797 -1.787185 0.413 -0.072 -0.039
C -1.811428 0.496220 -1.865834 -0.234 -0.020 0.063
N -2.116942 1.119453 -0.524499 0.211 -0.195 0.182
C -3.247875 0.478071 0.237763 -0.389 0.505 -0.606
C -2.819044 -0.682214 1.056832 0.517 -1.432 0.709
C -3.680216 -1.767988 1.204849 0.115 -0.290 0.448
C -3.238004 -2.921432 1.875848 0.342 1.072 0.027
C -1.948101 -2.928967 2.415004 -0.055 0.193 -0.358
C -1.110854 -1.828977 2.225909 -1.573 0.101 -0.403
C 0.295248 -1.869346 2.705807 0.955 0.089 0.522
N 1.235362 -1.132334 1.790137 -0.473 0.288 -0.257
C 1.726227 -1.938253 0.616649 -0.178 -0.052 0.229
C 0.679720 -2.130492 -0.494179 0.623 0.345 -0.720
N 0.157611 -0.815705 -1.017344 -0.742 0.206 1.014
N -1.559730 -0.696399 1.589252 -0.024 -0.871 -0.324
H -1.819096 -1.615579 -1.336996 0.379 0.112 0.034
H -0.903729 -1.200212 -2.806864 -0.341 -0.044 0.138
H -1.165241 1.170222 -2.445688 -0.164 0.111 0.266
H -2.750321 0.406105 -2.417982 0.113 -0.065 -0.147
H -2.402697 2.088586 -0.692829 0.053 -0.257 -0.123
H -3.694362 1.245837 0.888596 0.064 -0.134 -0.263
H -4.038117 0.104007 -0.448928 0.417 0.542 0.257
H -4.708519 -1.714047 0.843605 0.368 -0.045 -0.138
H -3.874349 -3.788378 1.970277 -0.111 -0.026 0.050
H -1.598904 -3.809063 2.945049 0.098 0.105 -0.091
H 0.362807 -1.401100 3.717449 0.011 -0.331 -0.658
H 0.620630 -2.925397 2.803993 -0.141 0.561 0.052
H 2.067734 -0.909841 2.336816 -0.113 -0.031 0.013
H 2.634538 -1.431504 0.249041 -0.329 -0.203 -0.032
H 2.027086 -2.923871 0.993211 0.070 0.075 -0.292
H 1.171599 -2.623978 -1.351977 -0.245 -0.214 0.554
H -0.161265 -2.737829 -0.158713 0.015 0.109 -0.058
H 0.858915 -0.392272 -1.612901 0.291 -0.209 -0.510
C 1.569303 4.020062 -1.594406 -0.196 0.130 0.100
P 2.146836 2.556620 -0.658957 0.842 0.719 -0.202
C 3.082521 1.619975 -1.913636 -0.004 0.239 -0.430
C 3.507636 3.259358 0.343414 0.068 0.176 0.132
H 2.424142 4.514489 -2.077061 -0.171 -0.183 0.137
H 1.074918 4.751687 -0.938679 0.192 -0.234 -0.109
H 0.856763 3.727085 -2.366229 0.019 0.012 -0.057
H 3.861018 2.282755 -2.340594 -0.293 -0.380 0.265
H 2.409969 1.361719 -2.735314 0.069 -0.118 -0.056
H 3.549588 0.713837 -1.521388 0.015 0.119 0.010
H 4.174631 3.818388 -0.333566 -0.246 -0.200 0.168
H 4.104473 2.478858 0.827685 -0.165 0.120 -0.017
H 3.132920 3.964960 1.095348 0.080 -0.218 -0.105
```
Positions in Å, forces in eV/Å.

Its frontier orbital gap (alpha / beta) is 8.7 / 9.0 eV. The value obtained for the molar mass is 427.4 u. The total charge is +3. The multiplicity is 5. The calculation puts the HOMO energy (alpha / beta) at -0.7015 / -0.7014 Ha.